A | The following is a quantum chemistry calculation of 14 unconnected molecules or ions with the total composition C56H140O28, from the Open Molecules 2025 dataset.

spin multiplicity	1
Kohn-Sham gap	0.342	hartree
highest occupied orbital energy	-8.96	eV

Last column: Löwdin charge in e.
CARTESIAN COORDINATES (ANGSTROEM)
C1 1.116 2.849 6.082  -0.1541
O1 -0.148 2.805 5.579  -0.2111
C2 -0.892 1.665 6.177  -0.1150
C3 -2.324 1.851 5.542  -0.1957
O2 -2.492 1.323 4.242  -0.1913
C4 -1.685 1.989 3.254  -0.0905
H1 1.639 3.760 5.788  0.0829
H2 1.650 2.098 5.499  0.0669
H3 1.255 2.722 7.155  0.0952
H4 -1.061 1.766 7.249  0.1174
H5 -0.401 0.724 5.929  0.1110
H6 -2.662 2.882 5.644  0.1232
H7 -3.023 1.366 6.224  0.1132
H8 -2.109 1.626 2.318  0.0680
H9 -0.626 1.754 3.359  0.0822
H10 -1.836 3.065 3.332  0.0926
C5 -9.245 1.251 1.050  -0.1342
O3 -10.093 0.142 1.208  -0.1842
C6 -9.827 -1.098 0.451  -0.1370
C7 -8.504 -1.829 0.730  -0.2278
O4 -7.348 -1.072 0.644  -0.2094
C8 -6.117 -1.772 0.745  -0.0690
H11 -9.349 1.922 1.902  0.0820
H12 -9.426 1.827 0.143  0.0833
H13 -8.181 1.039 1.151  0.0715
H14 -10.019 -0.898 -0.603  0.1160
H15 -10.623 -1.778 0.755  0.1188
H16 -8.373 -2.569 -0.060  0.1212
H17 -8.636 -2.301 1.704  0.1255
H18 -6.025 -2.222 1.733  0.0736
H19 -5.313 -1.060 0.555  0.0873
H20 -6.112 -2.574 0.007  0.0853
C9 1.697 -3.982 3.348  -0.0895
O5 1.162 -3.089 4.318  -0.2107
C10 1.262 -3.398 5.686  -0.1912
C11 0.324 -2.446 6.470  -0.2209
O6 0.121 -2.893 7.772  -0.1902
C12 -0.703 -2.114 8.635  -0.0749
H21 2.733 -4.250 3.555  0.0835
H22 1.630 -3.489 2.378  0.0805
H23 1.053 -4.856 3.241  0.0761
H24 2.265 -3.247 6.087  0.1155
H25 0.889 -4.412 5.829  0.1294
H26 -0.618 -2.418 5.922  0.1074
H27 0.780 -1.462 6.362  0.1105
H28 -0.159 -1.203 8.884  0.0845
H29 -0.919 -2.806 9.448  0.0949
H30 -1.577 -1.811 8.058  0.0796
C13 -0.833 3.733 -4.922  -0.0940
O7 0.307 3.643 -5.737  -0.1992
C14 1.277 2.736 -5.297  -0.1923
C15 2.403 2.567 -6.350  -0.1288
O8 3.209 3.783 -6.468  -0.2056
C16 2.633 4.812 -7.286  -0.1080
H31 -1.623 4.271 -5.445  0.0918
H32 -0.557 4.244 -3.999  0.0660
H33 -1.251 2.749 -4.708  0.0782
H34 0.795 1.761 -5.227  0.1112
H35 1.635 2.995 -4.301  0.1077
H36 2.111 2.302 -7.366  0.1237
H37 3.037 1.757 -5.989  0.1074
H38 2.334 4.385 -8.243  0.0803
H39 3.349 5.602 -7.516  0.0801
H40 1.747 5.281 -6.858  0.0724
C17 -1.373 0.808 -8.176  -0.1180
O9 -0.299 -0.069 -7.974  -0.1867
C18 -0.511 -0.926 -6.827  -0.1627
C19 0.846 -1.632 -6.552  -0.1671
O10 1.802 -0.742 -5.980  -0.1884
C20 2.814 -1.314 -5.206  -0.1171
H41 -2.317 0.264 -8.217  0.0800
H42 -1.228 1.423 -9.063  0.0903
H43 -1.370 1.456 -7.300  0.0732
H44 -1.256 -1.682 -7.072  0.1222
H45 -0.844 -0.410 -5.927  0.1046
H46 1.291 -2.171 -7.388  0.1258
H47 0.559 -2.384 -5.816  0.1119
H48 3.712 -1.667 -5.712  0.0883
H49 2.445 -1.982 -4.428  0.0849
H50 3.238 -0.478 -4.649  0.0598
C21 -3.991 1.332 -5.550  -0.1174
O11 -3.467 0.098 -6.003  -0.1955
C22 -4.053 -0.966 -5.241  -0.1789
C23 -3.591 -0.934 -3.792  -0.1953
O12 -2.133 -0.934 -3.768  -0.1723
C24 -1.685 -0.894 -2.391  -0.0940
H51 -3.597 2.058 -6.261  0.0840
H52 -3.768 1.722 -4.557  0.0813
H53 -5.066 1.428 -5.700  0.0892
H54 -3.794 -1.934 -5.670  0.1264
H55 -5.137 -0.867 -5.301  0.1199
H56 -4.033 -1.745 -3.213  0.1223
H57 -3.963 -0.042 -3.288  0.1045
H58 -0.601 -0.781 -2.388  0.0824
H59 -1.964 -1.741 -1.763  0.0793
H60 -2.123 -0.040 -1.875  0.0588
C25 5.536 5.155 4.155  -0.1109
O13 4.194 4.819 3.899  -0.2183
C26 3.261 5.885 3.549  -0.1475
C27 1.967 5.430 2.861  -0.1896
O14 2.130 4.674 1.683  -0.1908
C28 0.924 4.166 1.137  -0.0963
H61 5.959 5.632 3.271  0.0742
H62 6.167 4.296 4.382  0.0900
H63 5.559 5.852 4.993  0.0826
H64 3.692 6.607 2.856  0.1194
H65 3.094 6.424 4.482  0.1224
H66 1.298 6.275 2.698  0.1301
H67 1.470 4.704 3.504  0.1042
H68 1.147 3.517 0.289  0.0726
H69 0.123 4.874 0.925  0.0912
H70 0.424 3.526 1.863  0.0695
C29 3.358 2.009 2.591  -0.1300
O15 3.487 0.655 2.737  -0.1993
C30 3.263 0.104 4.096  -0.1317
C31 4.072 -1.190 4.129  -0.1731
O16 5.497 -0.917 4.338  -0.1747
C32 6.195 -2.087 4.757  -0.1173
H71 4.284 2.400 3.012  0.0948
H72 2.442 2.377 3.052  0.0830
H73 3.335 2.293 1.539  0.0753
H74 2.218 -0.147 4.279  0.1073
H75 3.588 0.792 4.876  0.1216
H76 3.834 -1.844 3.290  0.1109
H77 3.744 -1.766 4.994  0.0997
H78 5.970 -2.386 5.781  0.0848
H79 7.250 -1.829 4.668  0.0855
H80 6.087 -2.937 4.083  0.0776
C33 -1.975 7.446 -3.829  -0.1043
O17 -2.244 6.133 -3.329  -0.1890
C34 -2.518 6.261 -1.928  -0.1963
C35 -2.558 4.846 -1.306  -0.1642
O18 -1.249 4.204 -1.451  -0.2277
C36 -1.264 2.797 -1.105  -0.0743
H81 -1.578 7.346 -4.839  0.0857
H82 -1.341 8.094 -3.225  0.0890
H83 -2.933 7.926 -4.033  0.0831
H84 -3.433 6.807 -1.695  0.1264
H85 -1.659 6.695 -1.417  0.1186
H86 -3.375 4.256 -1.720  0.1198
H87 -2.767 4.955 -0.242  0.1156
H88 -1.482 2.718 -0.040  0.0795
H89 -0.259 2.419 -1.290  0.0744
H90 -1.905 2.177 -1.732  0.0770
C37 3.793 -3.000 -0.366  -0.1211
O19 3.558 -4.363 -0.351  -0.2101
C38 4.397 -5.061 0.604  -0.1468
C39 3.858 -6.489 0.816  -0.1845
O20 2.605 -6.411 1.485  -0.2173
C40 2.074 -7.712 1.835  -0.0804
H91 4.866 -2.819 -0.439  0.0921
H92 3.480 -2.622 0.607  0.0763
H93 3.257 -2.502 -1.174  0.0824
H94 4.352 -4.518 1.548  0.1077
H95 5.417 -5.000 0.226  0.1251
H96 4.477 -7.096 1.477  0.1210
H97 3.709 -7.018 -0.125  0.1214
H98 2.764 -8.354 2.383  0.0804
H99 1.730 -8.269 0.964  0.0804
H100 1.228 -7.652 2.519  0.0848
C41 -1.768 -4.787 1.642  -0.0858
O21 -2.726 -5.708 2.221  -0.1970
C42 -4.119 -5.362 2.330  -0.1797
C43 -4.437 -4.247 3.317  -0.1781
O22 -3.835 -2.976 2.946  -0.2221
C44 -3.398 -2.218 4.073  -0.0888
H101 -0.797 -5.264 1.516  0.0822
H102 -1.665 -3.824 2.142  0.0629
H103 -2.137 -4.468 0.667  0.0783
H104 -4.683 -6.270 2.542  0.1262
H105 -4.422 -5.135 1.308  0.1164
H106 -4.075 -4.629 4.271  0.1227
H107 -5.506 -4.074 3.439  0.1185
H108 -4.094 -2.241 4.911  0.0865
H109 -3.288 -1.171 3.788  0.0727
H110 -2.482 -2.659 4.466  0.0752
C45 0.574 -3.995 -1.711  -0.1223
O23 0.057 -5.190 -2.208  -0.1653
C46 0.981 -6.252 -1.950  -0.1961
C47 0.287 -7.619 -2.106  -0.1376
O24 -0.587 -7.975 -0.974  -0.2001
C48 -1.816 -7.264 -0.776  -0.1012
H111 1.574 -3.709 -2.038  0.0766
H112 0.548 -3.917 -0.624  0.0789
H113 -0.102 -3.207 -2.043  0.0729
H114 1.475 -6.198 -0.980  0.1038
H115 1.838 -6.205 -2.623  0.1247
H116 1.118 -8.313 -2.234  0.1173
H117 -0.377 -7.590 -2.970  0.1214
H118 -2.663 -7.777 -1.232  0.0740
H119 -1.858 -6.279 -1.240  0.0784
H120 -2.086 -7.351 0.277  0.0785
C49 -1.715 -0.629 1.013  -0.0752
O25 -0.583 -0.080 0.282  -0.2031
C50 0.645 -0.718 0.537  -0.1826
C51 1.711 0.196 -0.067  -0.1710
O26 1.746 0.091 -1.528  -0.1774
C52 2.565 1.125 -1.994  -0.1108
H121 -1.742 -1.718 0.968  0.0723
H122 -2.663 -0.287 0.596  0.0874
H123 -1.717 -0.457 2.089  0.0623
H124 0.687 -1.699 0.063  0.1114
H125 0.815 -0.718 1.614  0.1274
H126 2.657 -0.087 0.396  0.1092
H127 1.452 1.180 0.324  0.1074
H128 2.057 2.082 -1.878  0.0687
H129 2.861 0.918 -3.023  0.0772
H130 3.454 1.171 -1.366  0.0848
C53 5.157 4.747 0.004  -0.1083
O27 6.030 4.742 -1.109  -0.1680
C54 5.412 4.035 -2.200  -0.1879
C55 4.209 4.697 -2.835  -0.2185
O28 3.076 4.414 -2.044  -0.2178
C56 1.925 5.260 -2.350  -0.0532
H131 4.833 3.734 0.240  0.0810
H132 4.218 5.284 -0.129  0.0749
H133 5.677 5.179 0.859  0.0776
H134 5.149 2.987 -2.059  0.1177
H135 6.298 4.176 -2.818  0.1300
H136 4.071 4.244 -3.817  0.1146
H137 4.471 5.727 -3.076  0.1328
H138 2.150 6.273 -2.014  0.0885
H139 1.098 4.892 -1.743  0.0606
H140 1.613 5.309 -3.393  0.0827

=====

B | The following is a quantum chemistry calculation of 14 unconnected molecules or ions with the total composition C56H140O28, from the Open Molecules 2025 dataset.

spin multiplicity	1
Kohn-Sham gap	0.342	hartree
highest occupied orbital energy	-8.74	eV

Last column: Löwdin charge in e.
CARTESIAN COORDINATES (ANGSTROEM)
C1 22.977 21.468 19.856  -0.1010
O1 22.330 20.406 20.534  -0.1922
C2 21.210 20.844 21.306  -0.1860
C3 20.526 19.573 21.713  -0.2296
O2 20.001 18.893 20.630  -0.1937
C4 19.367 17.654 20.904  -0.0727
H1 22.557 21.632 18.883  0.0789
H2 24.005 21.101 19.702  0.0924
H3 23.065 22.368 20.510  0.0972
H4 20.572 21.432 20.735  0.1005
H5 21.511 21.514 22.144  0.1394
H6 19.737 19.614 22.464  0.1277
H7 21.294 18.931 22.158  0.1005
H8 18.842 17.296 20.036  0.0771
H9 18.694 17.804 21.714  0.0765
H10 20.142 16.911 21.188  0.0816
C5 22.953 10.815 12.224  -0.1235
O3 22.178 10.339 13.270  -0.1974
C6 20.804 10.068 12.965  -0.1932
C7 20.788 8.888 12.064  -0.2119
O4 21.532 7.749 12.493  -0.1646
C8 21.240 7.370 13.809  -0.1198
H11 22.784 11.863 12.012  0.0706
H12 22.932 10.247 11.277  0.0905
H13 23.971 10.720 12.644  0.1031
H14 20.312 10.974 12.545  0.1273
H15 20.302 9.922 13.912  0.1002
H16 21.245 9.109 11.096  0.1149
H17 19.729 8.656 11.830  0.1311
H18 20.141 7.185 14.000  0.1053
H19 21.597 8.130 14.532  0.0829
H20 21.763 6.433 13.874  0.0836
C9 10.627 13.454 18.826  -0.0692
O5 10.659 13.259 17.422  -0.2048
C10 11.772 13.668 16.671  -0.2083
C11 11.522 15.009 16.070  -0.1681
O6 11.218 15.957 17.129  -0.2039
C12 10.970 17.249 16.574  -0.0982
H21 9.916 14.311 18.999  0.1015
H22 11.600 13.861 19.130  0.0695
H23 10.322 12.563 19.327  0.0766
H24 11.872 12.931 15.816  0.1181
H25 12.679 13.724 17.302  0.1197
H26 10.673 15.012 15.422  0.1112
H27 12.411 15.377 15.562  0.1132
H28 10.276 17.300 15.737  0.0875
H29 11.909 17.654 16.214  0.0765
H30 10.625 17.879 17.355  0.0759
C13 22.577 12.655 21.935  -0.0855
O7 23.081 13.915 22.394  -0.2004
C14 23.233 13.791 23.819  -0.1780
C15 23.718 15.142 24.416  -0.1853
O8 22.701 16.059 24.748  -0.1722
C16 22.058 16.745 23.684  -0.1070
H31 23.218 11.882 22.250  0.0737
H32 22.630 12.597 20.863  0.0800
H33 21.561 12.455 22.163  0.0629
H34 24.054 13.030 23.980  0.1349
H35 22.339 13.379 24.234  0.1153
H36 24.402 15.539 23.686  0.1147
H37 24.316 14.941 25.284  0.1142
H38 22.764 17.224 22.994  0.0869
H39 21.410 17.539 24.119  0.0945
H40 21.384 16.100 23.154  0.0667
C17 25.009 14.130 18.440  -0.1581
O9 23.774 14.641 18.741  -0.2095
C18 23.931 15.755 19.630  -0.1766
C19 22.704 16.652 19.472  -0.1599
O10 22.803 17.253 18.173  -0.1683
C20 21.575 17.625 17.612  -0.1234
H41 25.675 14.912 17.992  0.1062
H42 24.926 13.251 17.836  0.0736
H43 25.529 13.737 19.392  0.1108
H44 24.823 16.291 19.271  0.1214
H45 24.203 15.375 20.608  0.1075
H46 22.576 17.432 20.240  0.1204
H47 21.871 15.927 19.529  0.1170
H48 20.901 16.720 17.614  0.0861
H49 21.702 17.929 16.573  0.0894
H50 21.088 18.396 18.216  0.0840
C21 14.791 15.504 13.225  -0.0698
O11 16.117 16.035 13.437  -0.1878
C22 16.075 17.108 14.321  -0.2611
C23 17.415 17.746 14.353  -0.1835
O12 17.413 18.687 15.429  -0.1915
C24 18.256 18.401 16.542  -0.0804
H51 14.316 15.000 14.078  0.0824
H52 14.922 14.811 12.410  0.0666
H53 14.194 16.314 12.847  0.0833
H54 15.803 16.697 15.334  0.1058
H55 15.305 17.874 14.103  0.1375
H56 17.544 18.203 13.368  0.1340
H57 18.154 16.973 14.508  0.1224
H58 18.140 19.335 17.088  0.0975
H59 19.253 18.312 16.207  0.0531
H60 17.981 17.454 17.062  0.0972
C25 23.188 15.758 13.340  -0.1025
O13 23.378 15.916 14.739  -0.1759
C26 22.712 14.893 15.475  -0.1694
C27 21.185 15.167 15.445  -0.1818
O14 20.578 14.827 14.218  -0.1964
C28 20.519 13.434 14.027  -0.0902
H61 23.875 16.425 12.840  0.0818
H62 22.181 16.001 12.993  0.0836
H63 23.424 14.733 13.057  0.0797
H64 23.037 14.957 16.489  0.0878
H65 23.137 13.906 15.116  0.1379
H66 21.096 16.214 15.687  0.0830
H67 20.637 14.638 16.262  0.1167
H68 20.195 12.972 15.003  0.0818
H69 21.430 12.989 13.643  0.0752
H70 19.732 13.287 13.286  0.0617
C29 14.479 18.202 18.620  -0.0755
O15 14.339 17.369 19.788  -0.1841
C30 13.025 16.946 19.897  -0.2457
C31 12.833 15.923 21.014  -0.2206
O16 13.276 14.633 20.700  -0.1864
C32 14.694 14.531 21.039  -0.0820
H71 13.921 19.177 18.811  0.1189
H72 14.284 17.719 17.654  0.0746
H73 15.496 18.435 18.518  0.0570
H74 12.560 16.465 18.973  0.1255
H75 12.370 17.811 20.173  0.1357
H76 11.782 15.836 21.149  0.1154
H77 13.307 16.268 21.908  0.1165
H78 15.360 15.269 20.549  0.0757
H79 15.017 13.594 20.573  0.0796
H80 14.896 14.567 22.125  0.0962
C33 19.261 13.802 10.768  -0.0687
O17 18.583 12.669 11.348  -0.2404
C34 17.319 12.949 11.951  -0.1798
C35 16.979 11.672 12.701  -0.2166
O18 17.639 11.487 13.906  -0.1989
C36 17.273 10.286 14.554  -0.0674
H81 18.488 14.383 10.217  0.0978
H82 20.035 13.339 10.172  0.0874
H83 19.692 14.443 11.548  0.0753
H84 16.556 13.229 11.207  0.1235
H85 17.453 13.828 12.662  0.1375
H86 17.298 10.882 12.018  0.1290
H87 15.943 11.479 12.859  0.0993
H88 17.826 10.227 15.478  0.0609
H89 17.498 9.466 13.952  0.0725
H90 16.186 10.417 14.738  0.0952
C37 9.817 12.214 14.172  -0.0925
O19 11.168 12.110 13.736  -0.2364
C38 11.275 12.396 12.348  -0.1844
C39 12.719 12.051 11.949  -0.1989
O20 12.903 10.804 11.302  -0.1800
C40 12.771 9.693 12.184  -0.1035
H91 9.451 13.201 13.948  0.0793
H92 9.814 12.082 15.238  0.0680
H93 9.186 11.430 13.634  0.1158
H94 11.139 13.454 12.166  0.1210
H95 10.571 11.883 11.780  0.1060
H96 13.295 12.201 12.850  0.1069
H97 13.170 12.788 11.271  0.1237
H98 13.549 9.760 13.010  0.0969
H99 12.914 8.743 11.592  0.1043
H100 11.800 9.630 12.694  0.0680
C41 15.671 9.758 23.214  -0.0549
O21 16.974 10.374 23.404  -0.1754
C42 17.307 11.029 22.207  -0.2426
C43 18.685 11.659 22.388  -0.1975
O22 19.623 10.835 23.022  -0.1951
C44 19.769 9.578 22.507  -0.1314
H101 15.085 10.472 22.695  0.0678
H102 15.312 9.447 24.165  0.0805
H103 15.762 8.869 22.586  0.0879
H104 16.555 11.760 21.833  0.1291
H105 17.416 10.262 21.480  0.0659
H106 18.651 12.604 23.003  0.1422
H107 19.087 11.973 21.381  0.1219
H108 20.666 9.080 23.013  0.1135
H109 19.977 9.628 21.415  0.0840
H110 18.861 8.961 22.767  0.1023
C45 14.432 7.956 17.190  -0.1069
O23 14.514 9.286 16.725  -0.1888
C46 13.504 10.137 17.176  -0.2038
C47 12.231 10.147 16.370  -0.1893
O24 11.575 8.903 16.592  -0.2064
C48 10.597 8.433 15.639  -0.0679
H111 13.380 7.674 17.100  0.0779
H112 14.681 7.764 18.259  0.0839
H113 15.167 7.318 16.682  0.0912
H114 13.903 11.190 17.217  0.1363
H115 13.256 9.948 18.219  0.1299
H116 12.363 10.405 15.340  0.1075
H117 11.676 10.900 16.826  0.0856
H118 9.875 9.264 15.510  0.0827
H119 10.067 7.602 16.146  0.0917
H120 11.026 8.098 14.676  0.0830
C49 19.072 13.969 18.661  -0.1055
O25 18.409 14.393 17.485  -0.2211
C50 17.664 13.259 16.837  -0.1078
C51 16.274 13.628 16.315  -0.1774
O26 15.216 13.803 17.239  -0.1730
C52 15.187 15.123 17.736  -0.0954
H121 18.301 13.603 19.421  0.1106
H122 19.501 14.885 19.008  0.0571
H123 19.850 13.288 18.405  0.0553
H124 17.591 12.450 17.577  0.1170
H125 18.256 12.861 16.013  0.0967
H126 16.010 12.828 15.608  0.1218
H127 16.371 14.546 15.710  0.1120
H128 16.057 15.321 18.349  0.0903
H129 14.360 15.166 18.373  0.0482
H130 15.173 15.826 16.893  0.0697
C53 17.335 9.519 19.021  -0.1106
O27 18.639 10.012 19.090  -0.1871
C54 19.665 9.299 18.508  -0.2501
C55 19.802 9.195 17.039  -0.2242
O28 19.908 10.430 16.331  -0.2018
C56 21.124 11.144 16.696  -0.0528
H131 17.070 9.338 17.991  0.0669
H132 16.701 10.333 19.399  0.0887
H133 17.027 8.609 19.633  0.1119
H134 19.731 8.258 18.902  0.1456
H135 20.569 9.844 18.858  0.1284
H136 18.902 8.728 16.634  0.1199
H137 20.584 8.491 16.941  0.1092
H138 21.903 10.395 16.753  0.0915
H139 21.020 11.738 17.619  0.0807
H140 21.405 11.740 15.808  0.0707

=====

Which is the most stable structure? B is the most stable.